The following is a DFT calculation (ωB97M-V/def2-TZVPD) of a molecular structure, C32H32AlAsClNO4P.

Results
**Electronic energy**: -132619.9335 eV
**HOMO level**: -10.531 eV
**Total charge**: +1
**Orbital gap**: 0.2890 Ha
**Lowest unoccupied orbital energy**: -0.0980 hartree

Last column: Löwdin charge in e.
CARTESIAN COORDINATES (ANGSTROEM)
As  -1.80  -1.30  -2.45  1.3287
Cl  4.25  1.56  1.95  0.8401
P  0.52  0.16  1.22  1.0609
Al  2.68  0.37  0.38  0.2365
O  3.79  0.12  1.91  -0.2471
O  3.40  2.07  0.81  -0.2300
O  3.87  2.16  3.15  -0.1768
O  5.60  1.64  1.63  -0.1638
N  3.17  -0.35  -1.18  -0.0019
C  0.19  2.82  1.85  -0.0862
C  3.11  -0.43  -3.42  -0.0277
C  -4.52  -0.83  -1.46  -0.1191
C  1.91  1.56  -2.22  -0.0119
C  -2.58  2.86  -2.93  -0.0757
C  0.06  3.71  4.07  -0.0503
C  -5.42  -1.72  0.59  -0.0793
C  1.27  -2.42  1.90  -0.0793
C  -1.44  2.07  -4.89  -0.0834
C  -0.37  -0.94  -1.11  -0.4152
C  3.90  -1.46  -1.57  -0.3184
C  -3.28  -1.39  -1.18  -0.4291
C  -0.96  -2.86  3.49  -0.0540
C  -1.43  0.78  -4.36  -0.1393
C  -1.98  0.53  -3.10  -0.4230
C  1.09  -3.65  2.50  -0.0466
C  0.28  1.53  2.37  -0.3421
C  -0.78  -1.63  2.89  -0.0904
C  -4.19  -2.29  0.87  -0.0848
C  0.07  3.90  2.70  -0.0538
C  -5.59  -0.99  -0.58  -0.0719
C  -2.57  1.58  -2.40  -0.1343
C  -0.68  0.19  -0.13  -0.3650
C  0.17  2.43  4.60  -0.0516
C  4.51  -2.39  -0.58  -0.0284
C  0.28  1.34  3.75  -0.0731
C  -0.02  -3.87  3.30  -0.0459
C  -3.13  -2.14  -0.01  -0.1378
C  2.69  0.28  -2.34  -0.3484
C  0.34  -1.40  2.09  -0.3535
C  -2.01  3.11  -4.18  -0.0786
C  3.88  -1.53  -2.94  -0.0291
H  3.82  -3.19  -0.28  0.0766
H  1.42  1.66  -1.24  0.0395
H  4.37  -2.29  -3.53  0.1121
H  -4.06  -2.88  1.77  0.1011
H  -2.03  4.11  -4.59  0.1079
H  -1.68  0.10  0.31  0.0903
H  -0.16  -4.83  3.78  0.1171
H  0.00  4.90  2.29  0.1162
H  4.83  -1.87  0.33  0.0692
H  -6.25  -1.84  1.27  0.1071
H  -0.03  4.56  4.74  0.1163
H  5.39  -2.87  -1.00  0.0893
H  0.53  -0.71  -1.69  0.0419
H  1.08  1.59  -2.94  0.0856
H  -3.05  3.67  -2.38  0.1070
H  0.17  2.28  5.67  0.1168
H  2.51  2.45  -2.36  0.0993
H  -3.03  1.40  -1.44  0.0958
H  0.20  2.99  0.78  0.1085
H  -1.01  2.25  -5.87  0.1082
H  2.14  -2.28  1.26  0.0826
H  1.82  -4.44  2.35  0.1177
H  2.91  -0.18  -4.45  0.1122
H  -1.53  -0.85  3.03  0.1210
H  -2.18  -2.61  0.23  0.0923
H  -6.55  -0.54  -0.81  0.1093
H  -0.18  -1.88  -0.60  0.0534
H  -0.99  -0.03  -4.93  0.0925
H  -1.83  -3.04  4.11  0.1166
H  -4.67  -0.26  -2.37  0.1037
H  0.38  0.34  4.17  0.1063
H  -0.64  1.16  -0.62  0.0673